No. 1
Below is a structure of composition C2H8ClN2O2P in a non-equilibrium geometry, with properties calculated with ωB97M-V with the def2-TZVPD basis set.

Positions of all 16 atoms, in Å:
1 C -0.872 1.825 -0.137
2 C 1.385 1.170 -1.032
3 N -0.613 -3.147 0.783
4 N -0.037 0.879 -0.731
5 O 1.574 -1.725 1.174
6 O -0.523 -0.289 -0.793
7 P 0.100 -1.607 0.959
8 Cl -1.029 -0.939 2.475
9 H -1.974 1.592 0.114
10 H -0.489 2.267 0.846
11 H -0.979 2.740 -0.851
12 H 2.066 1.121 -0.074
13 H 1.552 0.347 -1.581
14 H 1.531 2.147 -1.531
15 H -0.126 -3.422 -0.062
16 H -1.566 -2.958 0.442

Output
- Frontier orbital gap (alpha / beta): 7.78 / 7.43 eV
- Net charge: 0
- Energy above the lowest of the compared OMol25 structures with the same formula, charge and spin: 0.0 kJ/mol

Here are the natural (NBO) charges for atoms 1 to 6, given in e:
1 C -0.46
2 C -0.44
3 N -1.11
4 N -0.03
5 O -1.04
6 O -0.43


No. 2
Below is a structure of composition C47H38Br2N6NaO5PS2, with properties calculated with ωB97M-V with the def2-TZVPD basis set.

Positions of all 102 atoms, in Å:
1 Na -0.632 -0.959 0.248
2 Br -1.087 -3.311 8.121
3 C -1.032 -3.519 6.224
4 C -2.209 -3.738 5.534
5 C -2.169 -3.839 4.149
6 C -0.959 -3.741 3.458
7 C 0.212 -3.518 4.181
8 C 0.181 -3.405 5.562
9 N -0.920 -3.703 2.052
10 C -1.638 -4.531 1.425
11 C -1.890 -4.498 -0.039
12 C -2.728 -5.524 -0.469
13 C -2.862 -5.680 -1.885
14 C -2.411 -4.729 -2.717
15 C -1.889 -3.423 -2.138
16 N -1.342 -3.534 -0.764
17 H -3.153 -3.783 6.065
18 H -3.087 -3.928 3.581
19 H 1.140 -3.361 3.644
20 H 1.088 -3.185 6.111
21 H -2.198 -5.305 1.966
22 H -3.087 -6.264 0.234
23 H -3.288 -6.592 -2.295
24 H -2.451 -4.836 -3.796
25 H -2.699 -2.663 -2.145
26 Br -4.640 7.752 1.513
27 C -2.893 7.355 0.869
28 C -1.797 7.956 1.457
29 C -0.529 7.668 0.969
30 C -0.343 6.770 -0.077
31 C -1.469 6.181 -0.660
32 C -2.739 6.474 -0.191
33 N 0.969 6.670 -0.631
34 N 1.441 5.597 -1.129
35 C 0.920 4.315 -0.991
36 C 1.171 3.492 -2.096
37 C 0.596 2.256 -2.271
38 C -0.245 1.671 -1.271
39 O -0.784 0.554 -1.381
40 C -0.403 2.473 -0.027
41 N -1.114 1.880 0.954
42 C -1.208 2.479 2.120
43 C -0.559 3.689 2.407
44 C 0.139 4.315 1.411
45 C 0.195 3.743 0.121
46 H -1.929 8.644 2.280
47 H 0.344 8.145 1.400
48 H -1.348 5.481 -1.477
49 H -3.606 6.011 -0.641
50 H 1.803 3.916 -2.874
51 H 0.755 1.697 -3.181
52 H -1.795 1.973 2.885
53 H -0.600 4.100 3.410
54 H 0.673 5.232 1.611
55 O -1.993 -1.110 2.148
56 C -1.011 -0.806 2.815
57 N 0.264 -0.739 2.355
58 S 1.286 -0.179 3.461
59 O 2.320 -1.142 3.769
60 O 1.742 1.156 3.162
61 C 0.121 -0.118 4.797
62 C 0.308 0.210 6.127
63 C -0.810 0.175 6.951
64 C -2.065 -0.165 6.441
65 C -2.227 -0.486 5.099
66 C -1.109 -0.466 4.286
67 H 1.287 0.473 6.510
68 H -0.707 0.409 8.004
69 H -2.920 -0.189 7.107
70 H -3.189 -0.765 4.683
71 C 1.157 1.386 -8.379
72 C 2.638 1.305 -8.659
73 O 3.150 1.880 -9.585
74 S 3.702 0.323 -7.613
75 C 2.608 -0.501 -6.486
76 C 2.359 0.031 -5.224
77 C 1.492 -0.613 -4.356
78 C 0.861 -1.802 -4.729
79 C 1.138 -2.343 -5.987
80 C 2.006 -1.699 -6.856
81 C -0.046 -2.428 -3.813
82 C -0.862 -2.868 -3.051
83 H 0.792 2.321 -8.799
84 H 0.916 1.312 -7.325
85 H 0.665 0.556 -8.889
86 H 2.842 0.957 -4.923
87 H 1.290 -0.224 -3.367
88 H 0.661 -3.272 -6.272
89 H 2.218 -2.121 -7.833
90 C 3.265 -2.330 -2.030
91 P 2.196 -1.583 -0.726
92 C 2.216 -2.990 0.451
93 C 3.439 -0.481 0.066
94 H 4.114 -2.849 -1.574
95 H 3.648 -1.563 -2.706
96 H 2.687 -3.044 -2.622
97 H 3.240 -3.293 0.690
98 H 1.664 -3.823 0.009
99 H 1.690 -2.707 1.364
100 H 4.373 -1.008 0.288
101 H 3.036 -0.076 0.996
102 H 3.650 0.364 -0.595

Output
- Frontier orbital gap: 5.06 eV
- Net charge: -2
- Energy above the lowest of the compared OMol25 structures with the same formula, charge and spin: 24.4 kJ/mol

Here are the Mulliken charges for atoms 1 to 6, given in e:
1 Na 0.48
2 Br -0.21
3 C 0.10
4 C -0.89
5 C -0.01
6 C -0.13


No. 3
Below is a structure of composition C7H7N3O2 in a non-equilibrium geometry, with properties calculated with ωB97M-V with the def2-TZVPD basis set.

Positions of all 19 atoms, in Å:
1 C 0.685 -2.166 0.837
2 C 1.607 -1.072 -1.036
3 C 0.432 0.725 0.892
4 C 0.610 -1.073 -0.073
5 C -0.469 -0.021 -0.080
6 C -1.782 -0.479 0.574
7 C -0.839 0.836 -1.334
8 N 0.726 -3.034 1.577
9 N 2.292 -0.993 -1.939
10 N 1.497 1.561 0.579
11 O 1.893 1.656 -0.608
12 O 1.966 2.255 1.534
13 H 0.245 0.663 2.007
14 H -2.022 -1.511 0.181
15 H -2.588 0.080 0.339
16 H -1.634 -0.404 1.567
17 H 0.061 0.662 -1.941
18 H -1.016 1.967 -1.169
19 H -1.665 0.349 -1.907

Output
- Frontier orbital gap: 7.69 eV
- Net charge: 0
- Energy above the lowest of the compared OMol25 structures with the same formula, charge and spin: 746.2 kJ/mol

Here are the natural (NBO) charges for atoms 1 to 6, given in e:
1 C 0.24
2 C 0.24
3 C 0.03
4 C -0.16
5 C -0.07
6 C -0.57